Record 1
C2H4I2N2O | ωB97M-V/def2-TZVPD

As for the spin multiplicity: 1. For the electronic energy, the calculation gives -23365.742 eV. The HOMO-LUMO gap comes out at 8.139 eV. Its structure (SMILES) is CNN(I)C(=O)I. The HOMO energy comes out at -8.94 eV. For the energy relative to the best compared isomer or geometry (same formula, charge and spin), the calculation gives 14.6 kcal/mol.

The geometry in XYZ format:
```
11
C2H4I2N2O (ωB97M-V/def2-TZVPD)
C 1.5877 -0.2052 -0.1222
N 0.3006 -0.0520 0.5867
N -0.7514 0.6030 0.0933
I -0.4681 2.6137 -0.0181
C -1.9794 -0.0833 -0.2851
O -2.9893 0.3803 -0.6623
I -1.7058 -2.2396 -0.1621
H 1.4336 -0.6864 -1.0393
H 2.1127 0.8457 -0.2707
H 2.1920 -0.9382 0.3223
H 0.2674 -0.2381 1.5575
```

---

Record 2
C5H7O3 | ωB97M-V/def2-TZVPD

As for the spin multiplicity: 1. As for the net charge: +1. For the electronic energy, the calculation gives -11431.260 eV. The HOMO-LUMO gap comes out at 10.205 eV. The HOMO energy comes out at -16.43 eV. For the energy relative to the best compared isomer or geometry (same formula, charge and spin), the calculation gives 0.2 kcal/mol.

The geometry in XYZ format:
```
15
C5H7O3 (ωB97M-V/def2-TZVPD)
C -1.7774 0.1337 0.8865
C -1.2485 1.5098 0.4557
C 0.4983 0.1274 -0.2314
C 0.3245 -0.7527 -1.5004
C 1.5796 -0.1999 0.6901
O -1.8310 2.5383 0.6124
O -0.0477 1.3511 -0.1614
O -0.9598 -0.7376 0.6985
H -2.7132 -0.0150 1.4492
H -0.4044 -1.5599 -1.2933
H 1.2387 -1.2022 -2.0858
H -0.1657 -0.0969 -2.2502
H 1.1221 -0.8280 1.4467
H 2.2003 0.6240 1.0487
H 2.1841 -0.8921 0.2348
```

---

Record 3
C22H24MgN6OS | ωB97M-V/def2-TZVPD

As for the spin multiplicity: 1. For the electronic energy, the calculation gives -50472.130 eV. The HOMO-LUMO gap comes out at 6.623 eV. The HOMO energy comes out at -7.13 eV. For the energy relative to the best compared isomer or geometry (same formula, charge and spin), the calculation gives 32.7 kcal/mol.

The geometry in XYZ format:
```
55
C22H24MgN6OS (ωB97M-V/def2-TZVPD)
Mg 0.1586 -0.6982 0.1113
C 2.4589 -4.4801 0.6310
C 1.9307 -3.1231 0.2174
N 0.8501 -2.5777 0.8044
N 0.1881 -3.3148 1.6964
C -1.1452 -3.1847 1.4828
N -1.9156 -4.2071 1.8770
S -2.0332 -1.8820 0.7029
C 2.1970 -2.5623 -1.0688
C 3.3630 -2.9448 -1.7558
C 3.4703 -2.6556 -3.0758
C 2.4939 -1.8381 -3.6391
C 1.4884 -1.2908 -2.8459
N 1.3214 -1.6769 -1.5846
H 1.8530 -4.8453 1.5088
H 3.5535 -4.3806 0.8100
H 2.2871 -5.1655 -0.1914
H -1.5257 -5.0069 2.4092
H -2.9299 -4.0800 1.9292
H 4.0271 -3.6470 -1.3760
H 4.3478 -3.0176 -3.6761
H 2.5555 -1.7309 -4.6961
H 0.7365 -0.6326 -3.2236
N -0.7374 0.6333 2.0587
C -1.0358 2.0204 2.0788
C -0.4996 2.7099 3.1362
C -0.9231 4.0134 3.4800
C -2.0079 4.5184 2.7586
C -2.6013 3.7978 1.6856
C -1.9625 2.6083 1.2216
C -2.4019 2.0402 -0.0966
C -3.8172 1.8555 -0.3591
C -4.1734 1.3467 -1.5970
C -3.2357 1.0150 -2.5733
C -1.9318 1.2489 -2.3058
C -1.4813 1.5569 -1.0149
H -0.0782 0.3513 2.7943
H -1.5538 0.0722 2.2200
H 0.3337 2.2395 3.6620
H -0.5216 4.4744 4.3381
H -2.4349 5.4524 3.1374
H -3.4961 4.1333 1.2282
H -4.5431 2.1263 0.3875
H -5.1853 1.1159 -1.8551
H -3.5700 0.6182 -3.4630
H -1.3133 1.0535 -3.1597
C 3.3128 2.1152 -0.3106
C 1.8415 1.5843 -0.3015
N 0.9296 2.0147 -1.1701
O 1.5574 0.6678 0.4926
H 3.6490 2.3695 -1.3364
H 4.0363 1.4511 0.1928
H 3.2985 3.0753 0.1701
H 1.0815 2.8696 -1.7026
H -0.2666 1.7931 -0.8440
```

---

Record 4
C3H2N2O2 | ωB97M-V/def2-TZVPD

As for the spin multiplicity: 1. For the electronic energy, the calculation gives -10215.841 eV. The HOMO-LUMO gap comes out at 10.763 eV. Its structure (SMILES) is O=Cc1ncno1. The HOMO energy comes out at -11.13 eV. For the energy relative to the best compared isomer or geometry (same formula, charge and spin), the calculation gives 54.1 kcal/mol.

The geometry in XYZ format:
```
9
C3H2N2O2 (ωB97M-V/def2-TZVPD)
O 1.6437 0.5314 -2.2148
C 1.2824 0.1458 -1.1448
C 0.1243 0.5446 -0.2667
N -1.0282 -0.0207 -0.4485
C -1.3865 -0.3092 0.8425
N -0.5541 0.0973 1.7559
O 0.4556 0.6901 1.0209
H 1.6952 -0.7439 -0.6258
H -2.2324 -0.9355 1.0814
```